Entry 1:
A cluster of 8 separate species, C5H27N2O8 in total. Source: the OMol25 dataset; level of theory: ωB97M-V/def2-TZVPD.

Each line ends with the Löwdin charge.
Geometry (Å):
C 1.59616 0.54395 -3.06335  -0.225
O 0.18104 0.63426 -3.01957  -0.130
C 2.05062 -0.80443 -2.50161  -0.181
C 2.14996 -0.84170 -0.97218  -0.126
C 0.78591 -1.07692 -0.33063  -0.313
C 0.09479 -2.20673 -0.61715  -0.086
N -1.28652 -2.42226 -0.21513  0.170
N 0.28939 -0.05499 0.43781  0.138
H 2.03749 1.41243 -2.52624  0.131
H 1.78441 0.65231 -4.18028  0.140
H -0.13764 1.29283 -2.34467  0.054
H 1.32100 -1.59238 -2.81452  0.118
H 3.00479 -1.07762 -2.93125  0.110
H 2.67140 0.11724 -0.60122  0.146
H 2.85300 -1.66085 -0.72389  0.125
H 0.50582 -3.05372 -1.23632  0.145
H -1.91439 -1.93527 -0.86898  0.113
H -1.53342 -3.38217 -0.22578  0.148
H -1.42985 -2.09432 0.75277  0.077
H 0.85730 0.70886 0.74426  0.070
H -0.38394 -0.27750 1.18783  0.072
H -0.34592 1.35782 2.69403  -0.015
H -0.59440 0.10755 3.47185  -0.036
O -0.94356 0.64326 2.82784  -0.037
H -1.52845 -1.76302 3.09475  0.044
H -2.42880 -0.74123 2.28716  0.078
O -2.06297 -1.65924 2.23938  -0.099
H -0.11935 3.34541 -0.44611  -0.005
H 0.17287 4.79586 -0.17066  0.036
O 0.37760 3.94327 0.10429  -0.008
H 1.54533 2.83290 2.87111  0.099
H 0.72106 3.01982 1.49572  0.025
O 0.99695 2.35886 2.19254  -0.091
H -2.00675 2.20679 -1.40204  0.080
H -1.13555 1.37698 -0.57348  0.032
O -1.10572 2.09940 -1.17632  0.002
H -1.00237 -1.46344 5.30410  0.095
H 0.22756 -1.89896 4.69109  0.071
O -0.56482 -1.46284 4.45594  0.005
H -2.51916 -0.85531 -3.05632  0.053
H -1.16272 -0.37472 -2.59225  0.027
O -2.01815 -0.75019 -2.26253  -0.053

Cartesian forces, eV/Å:
0.0 0.2 -1.4
-1.1 0.7 1.1
-0.5 0.0 -0.3
0.9 0.5 0.3
0.2 -0.2 -0.2
1.4 -0.9 -0.9
0.5 0.9 0.1
-1.5 -0.6 0.4
0.0 -0.6 -0.3
0.5 -0.3 1.4
0.5 -0.6 -0.9
0.6 0.7 0.0
0.3 0.0 -0.1
-1.1 -1.3 -0.3
-0.5 0.3 0.2
-0.4 1.4 0.8
-0.1 0.4 -0.2
-0.1 -1.2 0.0
-0.6 0.2 0.5
0.8 0.1 0.0
0.4 0.2 -0.5
1.1 1.4 -0.1
1.3 -1.9 2.5
-2.6 1.1 -2.2
-0.9 0.2 -1.4
0.6 -1.0 0.1
0.1 0.4 1.1
-0.6 -0.4 -0.6
-0.5 2.4 -0.6
1.1 -1.8 1.2
-0.8 -0.6 -1.2
0.5 -0.1 0.8
0.6 0.9 0.4
-1.6 0.5 -0.7
0.4 -1.4 1.1
1.0 0.7 -0.3
-0.8 0.3 0.4
1.8 -0.9 -0.1
-0.7 0.3 0.2
-0.8 -0.2 -0.7
-0.1 -0.2 0.2
0.7 0.3 0.5

Values from the calculation:
ΔE to the lowest compared entry with this formula, charge and spin in kcal per mole: 30.80
LUMO energy in eV: -2.418
Charge: +1
Total energy in eV: -24978.345
Kohn-Sham gap in eV: 9.2

***

Entry 2:
A cluster of 9 separate species, C5H27NO10 in total. Source: the OMol25 dataset; level of theory: ωB97M-V/def2-TZVPD.

Each line ends with the Löwdin charge.
Geometry (Å):
C 1.28105 1.81884 -1.94257  0.020
C 0.41362 0.59023 -2.02808  -0.442
O -0.44056 0.48727 -2.90235  0.030
N 0.63674 -0.40891 -1.11161  -0.074
C 1.56579 -0.22955 -0.00671  -0.044
C 0.28857 -1.75877 -1.49770  -0.130
C -0.58007 -2.46929 -0.46800  -0.208
O -1.87963 -2.80835 -0.95875  -0.104
H 1.64848 2.02044 -0.94505  0.064
H 0.66530 2.65571 -2.23903  0.088
H 2.12751 1.76792 -2.61832  0.090
H 1.24742 0.69071 0.48281  0.067
H 1.45251 -1.02328 0.72477  0.076
H 2.60527 -0.10755 -0.29524  0.094
H -0.25985 -1.70550 -2.42649  0.112
H 1.13429 -2.34799 -1.86787  0.130
H -0.14456 -3.44168 -0.22270  0.122
H -0.64094 -1.89343 0.45504  0.103
H -2.06879 -2.23667 -1.73864  0.053
O -2.56583 -0.80111 -2.68338  -0.066
H -1.72247 -0.31499 -2.83089  -0.029
H -3.12399 -0.11127 -2.30709  0.057
O 3.15756 -0.78973 2.87379  -0.050
H 2.24215 -0.89718 2.60907  0.009
H 3.44013 -1.60568 3.29447  0.039
O -0.52046 2.29904 0.84397  -0.063
H -0.99800 1.44992 0.83982  0.018
H -1.06974 2.90299 0.33596  0.065
O 1.03818 3.10505 3.07821  -0.069
H 0.36006 3.19456 2.38791  0.002
H 1.70880 2.55710 2.65939  0.032
O -2.95963 -2.11495 1.39596  -0.073
H -3.59582 -2.76531 1.70400  0.053
H -2.79056 -2.30332 0.44579  0.011
O 3.49826 -0.91505 -2.73867  -0.037
H 4.14469 -1.61219 -2.68922  0.036
H 3.47975 -0.59897 -3.64558  0.045
O -1.62687 3.14913 4.22304  -0.063
H -1.94398 2.99884 3.32775  0.012
H -0.73196 2.78921 4.21516  0.007
O -2.63102 0.62314 1.27864  -0.058
H -2.88190 0.33868 2.15521  0.048
H -2.95948 -0.17805 0.83317  0.028

Cartesian forces, eV/Å:
-0.5 0.3 0.3
0.7 -0.4 0.9
0.6 0.5 -0.4
0.4 0.2 -0.9
-0.4 0.9 0.2
-0.5 -0.3 -0.5
0.3 -1.2 -0.2
0.1 0.5 -0.3
0.1 0.0 0.0
-0.1 0.3 -0.2
0.1 -0.3 -0.2
0.2 -0.1 0.3
0.0 -0.3 -0.3
0.1 -0.3 -0.2
-0.4 0.2 -0.1
0.5 0.2 0.8
0.2 0.1 0.2
-0.1 0.2 0.0
-0.3 0.1 0.4
-0.6 0.0 0.1
0.1 -0.1 -0.2
-0.2 -0.3 0.0
0.3 0.3 -0.1
-0.1 -0.2 0.2
-0.2 -0.1 0.0
0.3 0.0 -0.2
-0.3 0.3 0.2
-0.1 -0.1 0.0
-0.1 0.1 -0.1
0.2 -0.2 0.1
0.0 0.0 0.1
-0.2 0.2 0.0
0.0 0.0 -0.1
0.0 -0.5 0.2
-0.6 0.5 0.2
0.4 -0.3 -0.2
0.1 -0.1 -0.1
-0.2 -0.1 0.0
0.0 0.0 0.0
0.2 0.1 0.0
-0.4 -0.5 -0.6
0.2 0.3 0.8
0.3 0.2 -0.3

Values from the calculation:
ΔE to the lowest compared entry with this formula, charge and spin in kcal per mole: 63.62
LUMO energy in eV: 0.169
Charge: 0
Total energy in eV: -27588.724
Kohn-Sham gap in eV: 10.0

***

Entry 3:
A cluster of 8 separate species, C5H27NO7 in total. Source: the OMol25 dataset; level of theory: ωB97M-V/def2-TZVPD.

Each line ends with the Löwdin charge.
Geometry (Å):
C 1.16745 2.31552 2.61681  -0.040
C 0.84524 2.08020 1.07156  -0.426
C 1.61190 3.01959 0.16589  -0.076
N 1.02025 0.72084 0.56405  -0.213
C -0.21509 -0.08736 0.85127  -0.118
C 2.22665 -0.07009 1.16391  -0.044
H 0.86358 3.41718 3.06215  0.144
H 2.12140 2.13168 2.82798  0.007
H 0.62470 1.62940 3.13381  -0.009
H -0.24752 2.26909 0.85414  0.144
H 1.38164 4.03705 0.26401  0.054
H 2.73435 2.94760 0.35399  0.101
H 1.55569 2.81338 -0.86050  0.040
H 0.04188 -1.20493 0.75691  0.107
H -0.68780 -0.02250 1.78337  0.057
H -1.03583 0.10580 0.16325  0.044
H 2.22885 -0.92214 0.57208  0.034
H 2.07451 -0.36245 2.27345  0.101
H 3.11332 0.56445 0.95454  0.084
O 1.66242 1.31341 -4.81685  -0.054
H 1.10632 1.45762 -4.11213  -0.073
H 2.51260 1.65301 -4.43156  0.064
O -2.55269 -1.40415 0.30046  -0.178
H -3.25308 -0.60366 0.21491  0.138
H -2.85501 -1.66812 -0.64830  0.061
O 1.03195 -3.40732 -2.04885  0.038
H 1.26180 -4.01928 -1.32610  0.070
H 0.21095 -3.48720 -2.16470  -0.104
O 0.28771 0.61782 -2.60673  -0.020
H 0.65942 -0.23356 -2.52525  0.041
H 0.21004 0.99465 -1.73284  0.031
O 0.78407 -0.04865 4.82182  -0.117
H 0.34060 0.32318 5.58897  0.021
H 1.75749 0.14026 5.21918  0.124
O -4.60355 -2.77233 0.97039  -0.041
H -4.60908 -2.51565 1.84706  -0.010
H -3.69596 -2.94579 0.74290  0.003
O -2.30534 -0.96838 -2.39504  -0.055
H -1.58798 -0.33420 -2.52414  0.013
H -2.22212 -1.40120 -3.25378  0.058

Cartesian forces, eV/Å:
-3.8 4.2 -2.5
-0.7 1.1 0.1
2.7 -0.6 1.2
0.0 -2.1 2.0
1.6 -1.8 -2.0
-1.7 2.9 0.9
0.8 -2.7 -1.5
4.2 -0.5 0.6
-1.7 -1.9 1.7
0.9 0.1 0.6
-0.5 1.5 0.5
-1.2 0.0 0.1
-0.6 -0.7 -1.5
-0.4 1.7 -0.2
-0.1 0.6 2.0
0.5 0.2 -0.4
0.4 -1.7 -0.9
0.4 0.7 -1.7
-0.3 -0.6 0.5
3.7 0.4 -2.0
-2.5 0.2 2.6
-1.0 -0.6 -0.9
-3.6 2.4 -3.2
2.3 -2.3 1.3
1.6 0.0 1.8
10.5 0.5 2.1
-0.1 0.5 -0.5
-10.5 -1.0 -1.5
-1.4 1.4 -0.7
0.9 -1.5 0.4
0.4 -0.1 0.8
3.9 0.8 2.0
-0.9 0.0 0.0
-3.0 -0.9 -1.9
-1.4 -1.4 -2.6
0.1 0.8 2.7
0.5 0.2 0.1
0.3 -0.2 -1.0
0.3 0.5 0.6
-0.6 -0.4 0.0

Values from the calculation:
ΔE to the lowest compared entry with this formula, charge and spin in kcal per mole: 108.43
LUMO energy in eV: 0.323
Charge: 0
Total energy in eV: -21442.250
Kohn-Sham gap in eV: 9.1